{"formula": "C11H23EuF5NO3P2Te", "method": "the ωB97M-V functional and the def2-TZVPD basis", "de_lowest_ev": 5.488, "homo_ev": [-9.628, -12.342], "total_energy_ev": -78193.7994, "total_charge": 1, "spin_multiplicity": 8, "orbital_gap_ha": [0.1728, 0.3115], "e_lumo_ev": [-4.93, -3.87], "species": ["Eu", "P", "C", "C", "N", "C", "C", "C", "C", "C", "P", "H", "H", "H", "H", "H", "H", "H", "H", "O", "H", "H", "O", "H", "C", "H", "H", "H", "C", "H", "H", "H", "C", "H", "H", "H", "C", "H", "H", "H", "F", "Te", "F", "F", "F", "F", "O"], "coordinates": [[0.04, 0.15, 0.80], [2.31, -1.12, 0.83], [2.39, -1.47, -0.98], [1.09, -1.78, -1.74], [-0.05, -1.25, -1.30], [-1.24, -1.43, -1.88], [-1.32, -2.21, -3.03], [-0.14, -2.76, -3.54], [1.08, -2.55, -2.90], [-2.47, -0.81, -1.22], [-2.28, 0.75, -0.24], [2.00, -2.96, -3.27], [-2.27, -2.36, -3.50], [-0.18, -3.37, -4.44], [-3.20, -0.53, -1.99], [-2.93, -1.57, -0.58], [2.86, -0.60, -1.48], [3.08, -2.32, -1.05], [1.82, 3.85, -1.89], [2.63, 3.70, -2.43], [2.38, 4.04, -3.32], [-1.51, 4.92, 0.21], [-1.13, 5.68, -0.28], [-1.58, 6.46, 0.13], [-2.28, 2.08, -1.41], [-3.26, 2.02, -1.88], [-2.16, 3.05, -0.90], [-1.50, 2.00, -2.18], [-3.63, 0.85, 0.88], [-3.55, 1.77, 1.48], [-4.50, 0.89, 0.23], [-3.69, 0.00, 1.56], [2.16, -2.69, 1.65], [3.09, -3.20, 1.38], [2.10, -2.55, 2.73], [1.29, -3.28, 1.33], [3.76, -0.23, 1.27], [3.75, 0.00, 2.34], [4.56, -0.93, 1.03], [3.87, 0.70, 0.70], [-1.04, -1.56, 5.19], [-0.25, -0.21, 4.12], [0.68, 1.30, 3.05], [1.51, -1.07, 4.27], [-1.89, 0.85, 4.08], [0.28, 0.79, 5.74], [-0.68, -1.05, 2.46]], "mulliken_charge": [1.170, 0.803, -1.186, 0.655, 0.057, 0.642, -0.913, -0.351, -0.892, -1.169, 0.582, 0.516, 0.516, 0.435, 0.545, 0.409, 0.397, 0.492, 0.303, -0.626, 0.327, 0.305, -0.612, 0.335, -1.102, 0.399, 0.192, 0.357, -1.212, 0.397, 0.433, 0.370, -1.159, 0.460, 0.326, 0.322, -1.231, 0.385, 0.413, 0.395, -0.445, 1.872, -0.636, -0.511, -0.471, -0.443, -0.851]}

***

{"formula": "C11H23INO2P2Re", "method": "the ωB97M-V functional and the def2-TZVPD basis", "homo_ev": [-18.931, -19.046], "total_energy_ev": -46141.1313, "total_charge": 3, "spin_multiplicity": 4, "orbital_gap_ha": [0.2716, 0.1437], "e_lumo_ev": [-11.54, -15.13], "species": ["Re", "P", "C", "C", "N", "C", "C", "C", "C", "C", "P", "H", "H", "H", "H", "H", "H", "H", "H", "O", "H", "H", "O", "H", "C", "H", "H", "H", "C", "H", "H", "H", "C", "H", "H", "H", "C", "H", "H", "H", "I"], "coordinates": [[-0.31, -0.46, -0.76], [1.37, -1.29, 0.39], [2.86, -1.05, -0.74], [2.55, -0.07, -1.82], [1.24, 0.21, -2.07], [0.94, 1.34, -2.77], [1.81, 1.72, -3.81], [3.07, 1.13, -3.86], [3.48, 0.32, -2.80], [-0.40, 1.97, -2.50], [-0.92, 1.63, -0.75], [4.52, -0.02, -2.73], [1.40, 2.33, -4.62], [3.75, 1.36, -4.71], [-0.42, 3.08, -2.60], [-1.14, 1.53, -3.18], [3.55, -0.76, 0.07], [3.15, -2.08, -1.09], [4.00, 2.58, 1.69], [4.83, 2.75, 1.22], [5.44, 2.12, 1.65], [1.05, 2.04, 1.89], [0.67, 2.20, 2.79], [1.14, 3.05, 2.98], [-0.41, 3.25, -0.10], [-0.78, 4.03, -0.78], [-0.88, 3.41, 0.87], [0.67, 3.37, -0.01], [-2.69, 2.06, -0.78], [-3.00, 2.24, 0.25], [-2.82, 2.98, -1.35], [-3.28, 1.26, -1.22], [1.38, -3.05, -0.01], [2.44, -3.29, 0.16], [0.73, -3.60, 0.67], [1.08, -3.20, -1.05], [2.03, -1.37, 2.05], [1.38, -1.99, 2.67], [2.99, -1.87, 1.95], [2.14, -0.38, 2.48], [-1.90, -0.95, 1.24]], "mulliken_charge": [0.162, 0.806, -0.979, 0.433, -0.280, 0.692, -0.538, -0.560, -0.409, -1.166, 1.083, 0.541, 0.519, 0.482, 0.560, 0.465, 0.491, 0.534, 0.276, -0.615, 0.343, 0.101, -0.533, 0.367, -1.585, 0.548, 0.478, 0.454, -1.224, 0.467, 0.421, 0.447, -1.485, 0.549, 0.446, 0.448, -1.104, 0.431, 0.553, 0.322, 0.057]}

***

{"formula": "C11H23MnO3P2", "method": "the ωB97M-V functional and the def2-TZVPD basis", "homo_ev": [-2.085, -2.823], "total_energy_ev": -67814.7120, "total_charge": -1, "spin_multiplicity": 6, "orbital_gap_ha": [0.1900, 0.2139], "e_lumo_ev": [3.09, 3.00], "species": ["C", "C", "C", "C", "C", "Mn", "P", "H", "H", "H", "H", "H", "H", "H", "H", "C", "C", "O", "P", "O", "C", "C", "O", "C", "C", "H", "H", "H", "H", "H", "H", "H", "H", "H", "H", "H", "H", "H", "H", "H"], "coordinates": [[3.55, 0.07, -2.08], [3.90, 0.72, -3.25], [3.01, 1.48, -4.03], [1.64, 1.62, -3.73], [1.03, 1.07, -2.61], [1.87, 0.18, -1.11], [2.97, -0.86, 0.82], [4.40, -0.57, -1.68], [4.95, 0.63, -3.65], [3.39, 1.94, -4.95], [-0.09, 1.22, -2.62], [1.03, 2.19, -4.48], [2.95, -0.17, 2.09], [4.35, -1.12, 0.71], [2.52, -2.14, 1.26], [-3.64, 0.84, -0.79], [-2.17, 1.13, -0.81], [-1.40, 0.03, -1.34], [-0.51, -0.75, -0.13], [-2.06, -1.46, 0.22], [-2.46, -1.94, 1.49], [-2.85, -0.79, 2.39], [0.35, -1.61, 1.22], [0.36, -1.02, 2.58], [0.44, 0.48, 2.69], [-3.98, 0.52, -1.78], [-4.18, 1.75, -0.52], [-3.93, 0.07, -0.08], [-1.95, 1.93, -1.51], [-1.79, 1.46, 0.19], [-3.28, -2.59, 1.35], [-1.64, -2.58, 1.84], [-2.14, 0.05, 2.36], [-3.82, -0.36, 2.08], [-2.95, -1.15, 3.41], [1.18, -1.47, 3.04], [-0.50, -1.45, 3.11], [-0.37, 0.86, 3.31], [1.35, 0.73, 3.26], [0.47, 1.05, 1.74]], "mulliken_charge": [-0.082, -0.354, -0.074, -0.335, -0.030, -0.693, 0.093, 0.135, 0.196, 0.282, 0.075, 0.193, 0.051, 0.100, 0.051, -1.197, -0.023, -0.425, 0.167, -0.376, -0.372, -0.950, -0.534, -0.751, -1.208, 0.326, 0.359, 0.132, 0.453, 0.130, 0.366, 0.317, 0.083, 0.376, 0.381, 0.801, 0.306, 0.411, 0.416, 0.208]}

***

{"formula": "C11H23N3O6", "method": "the ωB97M-V functional and the def2-TZVPD basis", "de_lowest_ev": 4.413, "homo_ev": -9.418, "total_energy_ev": -28532.8376, "spin_multiplicity": 1, "orbital_gap_ha": 0.3492, "smiles": "N[C@@H](CCC(=O)O)C(=O)O.NCCCC[C@H](N)C(=O)O", "e_lumo_ev": 0.08, "species": ["N", "C", "C", "C", "C", "O", "O", "C", "O", "O", "H", "H", "H", "H", "H", "H", "H", "H", "H", "N", "C", "C", "C", "C", "C", "N", "C", "O", "O", "H", "H", "H", "H", "H", "H", "H", "H", "H", "H", "H", "H", "H", "H"], "coordinates": [[3.90, -1.05, -2.58], [4.53, -0.16, -1.64], [3.46, 0.66, -0.88], [3.87, 1.91, -0.09], [3.45, 2.00, 1.36], [2.82, 2.89, 1.89], [3.78, 0.92, 2.14], [5.20, -1.03, -0.52], [5.60, -0.45, 0.48], [5.46, -2.28, -0.97], [2.90, -1.11, -2.33], [3.86, -0.61, -3.46], [5.33, 0.35, -2.00], [3.11, -0.02, -0.16], [2.59, 0.91, -1.50], [5.04, 1.91, 0.01], [3.60, 2.85, -0.55], [4.53, 0.41, 1.75], [5.14, -2.28, -1.91], [-7.27, 0.37, -1.08], [-6.53, 1.58, -1.44], [-5.03, 1.31, -1.61], [-4.73, 0.33, -0.40], [-3.20, 0.09, -0.37], [-2.55, -0.37, 0.90], [-1.12, -0.66, 0.82], [-3.25, -1.60, 1.51], [-4.00, -1.58, 2.51], [-2.94, -2.76, 0.87], [-7.32, 0.39, -0.11], [-8.18, 0.48, -1.35], [-6.60, 2.19, -0.59], [-7.02, 2.11, -2.30], [-4.49, 2.10, -1.56], [-4.92, 0.87, -2.54], [-5.08, 0.64, 0.45], [-5.20, -0.48, -0.59], [-2.78, 0.93, -0.67], [-3.01, -0.66, -1.11], [-2.68, 0.42, 1.62], [-0.56, 0.01, 1.10], [-0.93, -0.94, -0.06], [-3.00, -3.36, 1.48]], "mulliken_charge": [-0.780, 0.408, -1.133, -0.660, 0.403, -0.585, -0.492, 0.242, -0.631, -0.503, 0.201, 0.249, 0.622, 0.619, 0.499, 0.288, 0.361, 0.472, 0.419, -0.566, -0.722, -0.967, -1.359, -1.507, 0.562, -0.620, 0.210, -0.600, -0.393, 0.205, 0.247, 0.323, 0.407, 0.608, 0.395, 0.799, 0.717, 0.648, 0.437, 0.423, 0.249, 0.201, 0.301]}

***

> What is the formula in the third record?

C11H23MnO3P2